Formula: C9H13N3OP
Source: the OMol25 dataset
Level of theory: ωB97M-V/def2-TZVPD

Each line ends with the natural charge from an NBO analysis.
Cartesian coordinates (Å):
C (-0.1197, -1.7251, -2.4325)  -0.950
P (-0.5520, -1.8958, -0.6362)  1.722
C (-2.2486, -2.0058, -0.1261)  -0.994
C (0.5939, -2.9339, 0.2942)  -0.971
N (-0.0123, -0.4196, 0.0433)  -0.311
N (0.9875, -0.1195, 0.9044)  -0.251
C (1.0240, 1.2187, 0.9621)  0.150
C (1.8153, 1.9820, 1.8395)  -0.200
C (1.6241, 3.3009, 1.6753)  -0.160
C (0.7359, 3.8506, 0.7084)  -0.157
C (-0.2692, 3.1600, 0.0893)  -0.183
C (-0.0242, 1.7668, 0.0911)  0.063
N (-0.6253, 0.6761, -0.4106)  0.258
O (-1.4860, 0.4308, -1.3098)  -0.563
H (-0.7531, -0.8646, -2.7503)  0.323
H (-0.3839, -2.6839, -2.9950)  0.279
H (1.0404, -1.7822, -2.4100)  0.283
H (-2.3288, -1.8691, 0.8561)  0.267
H (-2.6903, -2.9028, -0.3182)  0.275
H (-3.0762, -1.3646, -0.5838)  0.325
H (1.4658, -3.1450, -0.2666)  0.277
H (0.2547, -3.8890, 0.4558)  0.271
H (0.8050, -2.3725, 1.2224)  0.306
H (2.3355, 1.3846, 2.4920)  0.241
H (2.2302, 3.8479, 2.3220)  0.234
H (0.7319, 4.8471, 0.7366)  0.222
H (-1.0749, 3.5080, -0.4530)  0.245

Summary:
Total charge = +1
Relative energy (zero: lowest compared OMol25 entry of this formula, charge and spin) = 97.7 kcal per mole
LUMO level = -3.855 eV
Strongest force on any atom = 0.0842 Eh/bohr
Molar mass = 210.20 g/mol

=====

Formula: C4H8O2
Source: the OMol25 dataset
Level of theory: ωB97M-V/def2-TZVPD

Each line ends with the natural charge from an NBO analysis.
Cartesian coordinates (Å):
C (1.9121, 6.0152, -0.4668)  -0.724
C (0.4208, 6.2063, -0.4661)  0.436
O (-0.1051, 7.0537, -1.1432)  -0.520
H (2.2388, 5.0508, -0.0894)  0.220
H (2.3110, 6.7958, 0.1833)  0.243
H (2.2306, 6.1924, -1.4921)  0.239
H (-0.1906, 5.6489, 0.2540)  0.107
C (-0.9765, -6.0211, 1.0235)  -0.735
C (-1.5600, -6.3084, -0.3249)  0.435
O (-2.7456, -6.2988, -0.5384)  -0.514
H (-1.6864, -5.4049, 1.5880)  0.236
H (-0.0659, -5.4240, 1.0209)  0.227
H (-0.9032, -6.9373, 1.6099)  0.245
H (-0.8799, -6.5685, -1.1587)  0.106

Summary:
Relative energy (zero: lowest compared OMol25 entry of this formula, charge and spin) = 40.0 kcal per mole
LUMO level = 1.089 eV
Strongest force on any atom = 0.0247 Eh/bohr
Molar mass = 88.11 g/mol

=====

Formula: C25H41Cl3CuN6OSSi2Te
Source: the OMol25 dataset
Level of theory: ωB97M-V/def2-TZVPD

Each line ends with the Mulliken spin population.
Cartesian coordinates (Å):
Cu (-1.2360, 0.1982, -0.8028)  0.440
Cl (-3.8809, -5.3897, -4.3452)  0.000
C (-3.1691, -4.2884, -3.1993)  0.005
C (-3.4276, -2.9340, -3.2996)  -0.006
C (-2.8477, -2.0842, -2.3774)  -0.001
Cl (-3.1684, -0.3644, -2.4779)  0.026
C (-2.0086, -2.5093, -1.3286)  0.000
O (-1.4692, -1.7120, -0.4564)  0.050
C (-1.7809, -3.9025, -1.2958)  0.007
Cl (-0.7255, -4.5163, -0.0585)  0.000
C (-2.3450, -4.7791, -2.1999)  -0.002
H (-4.0679, -2.5461, -4.0782)  -0.001
H (-2.1376, -5.8370, -2.1266)  0.000
C (1.4353, 0.9854, -1.9499)  -0.027
N (2.5925, 0.8862, -2.8230)  0.001
C (2.1494, 1.1580, -4.1937)  0.000
N (1.1116, 0.2232, -4.6311)  0.000
C (-0.0222, 0.3261, -3.7242)  -0.001
N (0.3626, 0.0348, -2.3208)  0.024
C (0.9321, -1.3382, -2.2969)  -0.006
N (2.0826, -1.4632, -3.1775)  0.000
C (3.0941, -0.4894, -2.7661)  0.000
C (1.6538, -1.1346, -4.5389)  0.000
H (1.0228, 1.9939, -2.0085)  0.003
H (1.7310, 0.7825, -0.9166)  0.014
H (3.0061, 1.0778, -4.8650)  0.000
H (1.7583, 2.1761, -4.2446)  0.000
H (-0.7950, -0.3834, -4.0229)  0.002
H (-0.4393, 1.3347, -3.7633)  -0.002
H (0.1541, -2.0359, -2.6102)  0.001
H (1.2117, -1.5819, -1.2729)  0.007
H (3.9609, -0.5770, -3.4237)  0.000
H (3.4068, -0.7101, -1.7426)  0.000
H (0.8886, -1.8469, -4.8528)  0.000
H (2.5096, -1.2198, -5.2111)  0.000
C (-6.8311, 1.1732, 0.3595)  0.000
C (-5.4459, 1.2502, 0.9263)  -0.008
C (-5.1678, 0.8698, 2.2364)  0.014
C (-3.8567, 0.9691, 2.6475)  -0.009
N (-2.8901, 1.4143, 1.8491)  0.014
C (-3.2476, 1.7420, 0.6050)  -0.010
S (-1.9575, 2.3162, -0.4767)  0.193
N (-4.4846, 1.6781, 0.1130)  0.012
H (-7.5576, 1.6464, 1.0205)  0.000
H (-7.1287, 0.1293, 0.2421)  0.000
H (-6.8546, 1.6560, -0.6136)  0.000
H (-5.9441, 0.5183, 2.9001)  0.001
H (-3.5597, 0.6843, 3.6513)  0.000
C (0.9102, 4.1943, 0.3834)  -0.003
Si (1.5584, 3.2567, 1.8494)  0.003
C (1.7601, 4.4595, 3.2669)  0.000
C (3.2492, 2.5794, 1.4235)  0.001
C (0.4176, 1.9389, 2.5561)  0.008
Te (-0.2121, 0.1170, 1.6764)  0.237
C (1.7566, -0.7346, 1.6138)  0.013
Si (2.1948, -1.7294, 3.1477)  0.003
C (1.1600, -3.2752, 3.1681)  0.001
C (1.8760, -0.7143, 4.6828)  0.007
C (4.0129, -2.1405, 3.0562)  0.002
H (1.6740, 4.9208, 0.0941)  0.000
H (-0.0061, 4.7310, 0.6280)  0.001
H (0.6929, 3.5648, -0.4745)  0.002
H (2.3611, 5.3182, 2.9613)  0.000
H (2.2517, 3.9977, 4.1250)  0.000
H (0.7905, 4.8356, 3.5986)  0.000
H (3.9155, 3.4208, 1.2200)  0.000
H (3.2515, 1.9502, 0.5314)  0.000
H (3.6834, 2.0080, 2.2471)  0.000
H (-0.5256, 2.4159, 2.8326)  -0.006
H (0.8896, 1.6021, 3.4852)  0.001
H (2.4655, 0.0810, 1.4724)  -0.013
H (1.8149, -1.3781, 0.7357)  -0.001
H (0.1005, -3.0385, 3.0496)  0.000
H (1.2791, -3.8125, 4.1108)  0.000
H (1.4365, -3.9493, 2.3556)  0.000
H (0.8525, -0.3338, 4.7153)  -0.002
H (2.5577, 0.1364, 4.7497)  0.001
H (2.0240, -1.3266, 5.5745)  0.000
H (4.2529, -2.6518, 2.1220)  0.000
H (4.3190, -2.7910, 3.8770)  0.001
H (4.6184, -1.2334, 3.1060)  0.000

Summary:
Relative energy (zero: lowest compared OMol25 entry of this formula, charge and spin) = 6.2 kcal per mole
LUMO level (spin up / spin down) = 0.381 / -1.524 eV
Spin multiplicity = 2
Expectation value of S² = 0.7577
Strongest force on any atom = 0.0086 Eh/bohr
Molar mass = 827.39 g/mol

=====

Formula: C20H31N5O4
Source: the OMol25 dataset
Level of theory: ωB97M-V/def2-TZVPD

Each line ends with the natural charge from an NBO analysis.
Cartesian coordinates (Å):
C (-1.1269, -1.1673, -3.4587)  -0.613
C (-1.9756, -0.0755, -2.8099)  -0.233
C (-1.1833, 0.6786, -1.7455)  -0.607
C (-3.3060, -0.5953, -2.2487)  -0.222
N (-3.2349, -1.2489, -0.9580)  -0.275
N (-2.3854, -2.3421, -0.7548)  -0.412
C (-2.2630, -2.4845, 0.6186)  0.236
C (-1.5266, -3.6655, 1.1765)  -0.539
C (-1.1785, -3.3780, 2.6293)  0.695
O (-1.9019, -3.7169, 3.5459)  -0.608
N (-0.0450, -2.6626, 2.8248)  -0.435
C (0.6708, -1.7759, 1.8886)  -0.203
C (0.9316, -0.7981, 3.0599)  -0.240
C (0.2988, 0.5856, 2.9462)  -0.212
N (1.2080, 1.6399, 2.5015)  -0.422
C (1.4841, 2.7033, 3.4527)  -0.408
C (1.6357, 1.6065, 1.2201)  0.699
O (1.3397, 0.6507, 0.5051)  -0.672
C (2.4693, 2.7806, 0.7375)  -0.595
C (2.8813, 2.8892, -0.7311)  0.684
O (3.3953, 3.9282, -1.1080)  -0.631
N (2.6852, 1.8204, -1.5222)  -0.622
C (3.0714, 1.8413, -2.8991)  -0.057
C (2.4649, 0.8070, -3.7893)  -0.429
C (2.0702, 2.2550, -3.9366)  -0.418
C (0.1553, -1.7789, 3.9757)  -0.199
C (-2.8315, -1.4430, 1.2526)  -0.403
C (-3.4326, -0.5779, 0.2414)  0.622
O (-3.9777, 0.5083, 0.3411)  -0.644
H (-0.7101, -1.8403, -2.7083)  0.209
H (-1.7120, -1.7597, -4.1665)  0.203
H (-0.2970, -0.7248, -4.0121)  0.211
H (-2.2598, 0.6310, -3.5971)  0.205
H (-0.8239, -0.0014, -0.9695)  0.208
H (-0.3065, 1.1573, -2.1859)  0.205
H (-1.7899, 1.4465, -1.2628)  0.225
H (-3.9868, 0.2384, -2.0765)  0.249
H (-3.7823, -1.2686, -2.9680)  0.193
H (-2.6814, -3.1662, -1.2671)  0.386
H (-2.1562, -4.5554, 1.1598)  0.254
H (-0.6334, -3.8502, 0.5763)  0.235
H (1.5603, -2.2293, 1.4519)  0.203
H (0.0482, -1.3593, 1.0991)  0.221
H (1.9850, -0.7057, 3.3228)  0.215
H (-0.5667, 0.5389, 2.2779)  0.224
H (-0.0655, 0.8903, 3.9281)  0.207
H (2.3078, 3.3265, 3.1231)  0.219
H (0.6061, 3.3364, 3.6038)  0.203
H (1.7624, 2.2658, 4.4121)  0.205
H (1.9569, 3.7164, 0.9632)  0.254
H (3.4029, 2.8106, 1.3053)  0.252
H (2.2114, 1.0234, -1.1141)  0.440
H (4.1011, 2.1286, -3.0636)  0.219
H (3.0863, 0.3567, -4.5498)  0.221
H (1.7442, 0.1374, -3.3373)  0.213
H (1.0937, 2.5485, -3.5767)  0.218
H (2.4289, 2.8020, -4.7967)  0.220
H (-0.7915, -1.3986, 4.3692)  0.201
H (0.7230, -2.2253, 4.7911)  0.206
H (-2.8477, -1.2541, 2.3128)  0.243

Summary:
Relative energy (zero: lowest compared OMol25 entry of this formula, charge and spin) = 31.4 kcal per mole
LUMO level = 0.478 eV
Strongest force on any atom = 0.0014 Eh/bohr
Molar mass = 405.50 g/mol

=====

strongest force on any atom of number 2 (C4H8O2)? 0.0247 Eh/bohr

=====

Which value of molar mass does entry 2 give? 88.11 g/mol